## P
{"formula": "C3H4OS", "method": "wB97M-V/def2-TZVPD", "symbols": ["C", "C", "C", "H", "H", "H", "H", "O", "S"], "coordinates": [[-0.97984, 0.98985, 0.08270], [1.39069, -0.28021, -0.03486], [0.42405, -1.13050, -0.16464], [-1.71568, 1.49108, -0.59173], [-1.47015, 0.66340, 1.05895], [2.38267, -0.41656, -0.18581], [0.14898, -2.33104, 0.04182], [-0.79546, -0.43388, -0.47402], [0.61475, 1.44786, 0.26760]], "charge": 0, "multiplicity": 1, "lumo_ev": 0.716}



## Q
{"formula": "C3H4OS", "method": "wB97M-V/def2-TZVPD", "symbols": ["C", "C", "C", "O", "S", "H", "H", "H", "H"], "coordinates": [[1.71794, 0.54289, 0.06304], [2.69733, 1.24466, -0.14936], [0.63202, -0.19520, 0.27059], [-2.59476, -0.96542, -0.39179], [-3.26955, 0.41328, 0.20027], [-3.28392, -1.65398, -0.52663], [3.67700, 1.49615, -0.37328], [-0.25855, 0.26695, 0.24977], [0.68250, -1.14932, 0.65738]], "charge": 0, "multiplicity": 1, "lumo_ev": [-1.736, -0.420]}



Most stable of them? P.



## P
{"formula": "C5H13NS", "method": "wB97M-V/def2-TZVPD", "symbols": ["C", "C", "C", "C", "S", "C", "N", "H", "H", "H", "H", "H", "H", "H", "H", "H", "H", "H", "H", "H"], "coordinates": [[-2.32776, 1.90846, -0.01591], [-1.69198, 0.52533, 0.08505], [-0.51616, 0.43635, -0.88524], [0.48807, -0.64881, -0.58495], [1.80199, -0.02968, 0.51443], [3.01736, -1.34479, 0.28035], [-2.68487, -0.48169, -0.26253], [-1.69678, 2.63574, 0.51766], [-2.37569, 2.29724, -1.02855], [-3.29275, 1.89563, 0.50592], [-1.30412, 0.44273, 1.11847], [-0.03712, 1.41337, -0.91671], [-0.97822, 0.25230, -1.85564], [0.00880, -1.48173, -0.05993], [0.93949, -1.04804, -1.48588], [3.08272, -1.54990, -0.79133], [3.97136, -0.96542, 0.61751], [2.74776, -2.24126, 0.83046], [-3.56510, -0.29923, 0.20897], [-2.43353, -1.40790, 0.06951]], "charge": 0, "multiplicity": 1, "lumo_ev": 1.058}



## Q
{"formula": "C5H13NS", "method": "wB97M-V/def2-TZVPD", "symbols": ["C", "C", "C", "C", "C", "N", "S", "H", "H", "H", "H", "H", "H", "H", "H", "H", "H", "H", "H", "H"], "coordinates": [[2.30696, -0.72085, -0.96219], [-1.18598, -0.35373, 2.81215], [-0.70551, 1.84777, 1.61257], [-0.11284, -1.65928, -1.43455], [-0.45305, 0.54637, 1.81042], [0.56777, 0.88017, -2.85501], [0.80399, -0.30880, -1.54667], [2.49915, -1.53487, -1.57825], [3.10539, 0.13287, -0.94689], [-2.31775, -0.02010, 2.89270], [-0.53058, -0.39299, 3.76426], [-1.14520, -1.44680, 2.56945], [-0.28198, 2.40916, 0.79926], [-1.59400, 2.31361, 2.18942], [0.62791, 1.91245, -2.74853], [0.58352, -2.47812, -1.69662], [-0.85349, -1.68865, -2.20869], [0.36972, -0.06708, 1.39503], [0.87976, 0.67814, -3.85743], [0.30779, 0.58295, -0.70998]], "charge": 0, "multiplicity": 1, "lumo_ev": 0.456}



Most stable of them? P.



## P
{"formula": "C5H13NS", "method": "wB97M-V/def2-TZVPD", "symbols": ["C", "N", "C", "C", "S", "C", "C", "H", "H", "H", "H", "H", "H", "H", "H", "H", "H", "H", "H", "H"], "coordinates": [[-0.47965, -0.08596, 0.55291], [0.61975, -0.61777, -0.23779], [0.32727, -0.91298, -1.62838], [0.57838, 0.29465, -2.53468], [-0.78687, 1.50323, -2.50844], [-0.34181, -0.43508, 2.04150], [0.09891, 0.75649, 2.90303], [-0.59980, 0.98214, 0.35414], [-1.43096, -0.43549, 0.14912], [0.94211, -1.45780, 0.22215], [-0.71464, -1.23674, -1.76805], [0.98066, -1.73301, -1.92995], [1.41790, 0.85255, -2.14738], [0.79085, -0.01984, -3.54878], [-1.30324, 1.36708, -3.73619], [0.45627, -1.17057, 2.08944], [-1.22339, -0.95157, 2.41637], [1.18395, 0.82493, 2.99313], [-0.16342, 1.70633, 2.42625], [-0.35226, 0.76941, 3.89162]], "charge": 0, "multiplicity": 1, "lumo_ev": 0.923}



## Q
{"formula": "C5H13NS", "method": "wB97M-V/def2-TZVPD", "symbols": ["C", "C", "C", "C", "C", "N", "S", "H", "H", "H", "H", "H", "H", "H", "H", "H", "H", "H", "H", "H"], "coordinates": [[0.45100, -1.01086, -0.74362], [1.88267, 0.33822, 1.01121], [0.13568, -1.40921, 1.78649], [-2.40220, 1.62624, -2.64541], [0.54125, -0.44353, 0.67022], [-0.51097, 0.52719, 0.60081], [-1.05276, 1.35725, -3.35983], [0.90541, -1.92505, -0.91060], [-0.60943, -1.08576, -0.89333], [0.82066, -0.32764, -1.53440], [2.10092, 1.04009, 0.25129], [2.86991, -0.36758, 1.22756], [1.68349, 0.92579, 1.84128], [0.97265, -2.01687, 2.24143], [-0.26557, -0.82996, 2.62778], [-0.58581, -2.15497, 1.30462], [-2.97892, 2.49693, -2.72953], [-0.62208, 1.06862, 1.42860], [-2.96289, 1.03039, -2.01000], [-0.37301, 1.16071, -0.16459]], "charge": 0, "multiplicity": 1, "lumo_ev": -0.294}



## R
{"formula": "C5H13NS", "method": "wB97M-V/def2-TZVPD", "symbols": ["C", "C", "C", "C", "C", "N", "S", "H", "H", "H", "H", "H", "H", "H", "H", "H", "H", "H", "H", "H"], "coordinates": [[2.18473, 1.55700, 0.33700], [3.15528, -0.51738, -0.73452], [-3.00603, 0.40846, 0.05123], [-1.33225, -1.14042, 0.93945], [2.13676, 0.11950, -0.14187], [-1.63569, -0.08503, -0.03757], [-1.06214, -0.50150, -1.57145], [3.13610, 1.90516, 0.38992], [1.68919, 2.16600, -0.33061], [1.75263, 1.53893, 1.32220], [4.10733, 0.05523, -1.12638], [3.11216, -1.57020, -0.98053], [-1.76576, -1.34052, -2.37685], [-3.04386, 0.74811, 1.10624], [-3.12786, 1.29325, -0.56400], [-3.79474, -0.40516, -0.01838], [-1.96159, -2.10528, 0.83603], [-0.29921, -1.36069, 0.83255], [-1.30423, -0.56657, 1.99510], [1.05920, -0.19890, 0.07243]], "charge": 0, "multiplicity": 1, "lumo_ev": 0.796}



## S
{"formula": "C5H13NS", "method": "wB97M-V/def2-TZVPD", "symbols": ["C", "N", "C", "C", "C", "S", "C", "H", "H", "H", "H", "H", "H", "H", "H", "H", "H", "H", "H", "H"], "coordinates": [[0.83856, 2.75509, 3.64414], [-0.02421, 2.32603, 2.73345], [-0.31561, 0.66651, -0.04968], [0.41589, -0.42794, -0.75448], [1.44038, -0.17168, -1.83472], [-0.76291, -2.54058, -2.36513], [-1.12867, 0.18503, 1.15031], [1.14989, 3.77479, 3.91227], [1.35374, 1.95288, 4.20316], [-0.41096, 2.45184, 3.76796], [-0.95342, 1.24505, -0.72233], [0.40551, 1.37979, 0.36267], [0.78491, -1.19634, -0.06528], [-0.32416, -1.17333, -1.24798], [2.01723, -1.04964, -2.12390], [0.96008, 0.11933, -2.77196], [2.18105, 0.59233, -1.58743], [-1.81278, -0.63656, 0.93535], [-0.42757, -0.14281, 1.91928], [-1.63379, 1.03048, 1.59720]], "charge": 0, "multiplicity": 1, "lumo_ev": -2.189}



Most stable of them? P.



## P
{"formula": "C5H13NS", "method": "wB97M-V/def2-TZVPD", "symbols": ["C", "C", "N", "C", "H", "H", "H", "H", "H", "H", "H", "C", "S", "C", "H", "H", "H", "H", "H", "H"], "coordinates": [[-0.86137, -0.64687, -3.29895], [-0.11984, 0.21080, -2.53358], [-0.48515, 0.73159, -1.24537], [-0.06962, 2.11089, -0.94502], [-1.82430, -0.86883, -2.99055], [-0.45173, -0.91337, -4.21621], [0.85129, 0.58464, -2.91432], [-1.46213, 0.55746, -1.04482], [-0.42809, 2.29854, 0.08480], [1.03399, 2.14970, -1.08023], [-0.52407, 2.86005, -1.57944], [1.21127, -1.28965, 1.30098], [0.16062, 0.05278, 1.91951], [-0.23354, -0.69259, 3.49052], [0.60325, -2.18312, 1.34467], [2.13407, -1.43252, 1.94586], [1.55606, -1.04378, 0.32080], [-1.29879, -0.44622, 3.79660], [-0.21765, -1.79363, 3.39544], [0.42573, -0.24589, 4.24931]], "charge": 0, "multiplicity": 1, "lumo_ev": 0.982}



## Q
{"formula": "C5H13NS", "method": "wB97M-V/def2-TZVPD", "symbols": ["C", "C", "C", "N", "H", "H", "H", "H", "H", "H", "H", "C", "C", "S", "H", "H", "H", "H", "H", "H"], "coordinates": [[-1.15347, -2.32338, 1.03389], [-1.53487, -0.88326, 1.21541], [-0.67024, 0.07376, 1.52916], [-0.94932, 1.44166, 1.62036], [-0.08536, -2.47392, 1.18543], [-1.70402, -2.96684, 1.72120], [-1.40710, -2.67368, 0.02975], [-2.57788, -0.64333, 1.03274], [0.36858, -0.21467, 1.64965], [-0.42082, 1.92393, 2.33148], [-1.93574, 1.63187, 1.73454], [0.33291, 1.21376, -1.86698], [1.62270, 0.40512, -1.82298], [2.78280, 1.18520, -0.64072], [0.52821, 2.23469, -2.19104], [-0.15467, 1.23279, -0.89548], [-0.36032, 0.75959, -2.57503], [1.43510, -0.61979, -1.51399], [2.11293, 0.40403, -2.79135], [3.77059, 0.29250, -0.78605]], "charge": 0, "multiplicity": 1, "lumo_ev": 0.938}



Most stable of them? Q.